# 1
118
Properties=species:S:1:pos:R:3:mulliken_charge:R:1 method="wB97M-V/def2-TZVPD" e_tot_ev=-126823.005 charge=-1 e_above_lowest_kcal_mol=0.00 multiplicity=1
As 0.05 0.46 -0.37 2.08
F 0.59 2.15 -0.25 -0.38
F -0.63 0.75 -2.01 -0.43
F -0.55 -1.21 -0.47 -0.36
F 0.74 0.06 1.22 -0.51
F -1.51 0.96 0.34 -0.43
F 1.62 -0.02 -1.22 -0.38
C 6.17 -1.04 1.09 -1.54
C 4.77 -1.46 0.63 1.12
O 4.44 -0.76 -0.53 -0.61
H 6.26 0.04 1.20 0.28
H 6.88 -1.38 0.34 0.40
H 6.40 -1.45 2.07 0.38
H 4.10 -1.24 1.45 -0.54
H 4.76 -2.53 0.42 0.23
H 3.49 -0.68 -0.57 0.13
C 0.63 -2.29 -3.93 -0.70
C 1.69 -1.28 -4.17 -0.04
O 1.06 -0.04 -4.19 -0.38
H -0.22 -2.29 -4.62 0.09
H 0.28 -2.29 -2.90 -0.01
H 1.02 -3.31 -3.98 0.42
H 2.30 -1.34 -5.06 0.37
H 2.44 -1.29 -3.38 0.04
H 0.52 0.04 -3.40 -0.07
C 0.85 -1.07 4.42 -0.64
C 2.28 -0.66 4.78 0.32
O 2.72 -1.63 5.70 -0.56
H 0.41 -0.27 3.82 0.03
H 0.23 -1.14 5.31 0.54
H 0.81 -1.97 3.80 -0.03
H 2.31 0.37 5.14 0.21
H 2.91 -0.76 3.90 -0.26
H 2.03 -1.74 6.36 0.35
C -1.75 -0.13 -7.13 -1.21
C -1.52 1.20 -6.38 0.27
C -2.26 1.19 -5.01 -0.70
O -0.11 1.42 -6.14 -0.54
H -2.80 -0.40 -7.18 0.38
H -1.34 -0.99 -6.59 0.16
H -1.33 -0.09 -8.14 0.32
H -1.92 1.99 -7.01 0.37
H -2.14 2.17 -4.55 0.26
H -1.78 0.47 -4.35 -0.07
H -3.33 1.01 -5.12 0.39
H 0.22 0.84 -5.46 0.44
C 2.97 3.02 -2.56 -0.58
C 1.93 4.11 -2.66 -0.03
C 0.66 3.68 -3.49 -0.71
O 1.44 4.36 -1.35 -0.68
H 3.85 3.24 -1.95 0.29
H 3.36 2.81 -3.55 0.40
H 2.45 2.14 -2.16 -0.22
H 2.33 5.03 -3.09 0.34
H 0.88 3.75 -4.55 0.47
H -0.19 4.30 -3.21 0.36
H 0.44 2.63 -3.29 -0.16
H 1.12 3.53 -0.99 0.50
C -2.39 -3.06 3.38 -0.74
C -3.75 -2.37 3.21 0.30
C -3.88 -1.80 1.82 -0.83
O -4.71 -3.33 3.52 -0.62
H -2.25 -3.62 4.30 0.41
H -1.51 -2.45 3.16 -0.11
H -2.30 -3.79 2.57 0.21
H -3.83 -1.52 3.89 0.23
H -3.02 -1.15 1.67 -0.12
H -4.78 -1.19 1.75 0.34
H -3.85 -2.45 0.94 0.51
H -4.64 -4.06 2.91 0.38
C 5.18 1.83 3.36 -1.24
C 4.50 2.63 2.27 0.64
C 2.98 2.29 2.21 -0.07
O 4.63 4.03 2.39 -0.61
H 5.24 0.76 3.13 0.12
H 4.67 1.83 4.33 0.34
H 6.21 2.06 3.63 0.36
H 5.00 2.34 1.34 0.12
H 2.62 2.74 1.28 -0.13
H 2.40 2.65 3.05 0.33
H 2.82 1.23 2.06 -0.21
H 4.36 4.40 1.55 0.36
C -2.29 2.02 3.48 -0.74
C -3.64 2.68 3.19 0.39
C -4.85 1.87 3.63 -1.06
O -3.59 3.92 3.87 -0.59
H -2.12 1.95 4.55 0.57
H -1.45 2.55 3.03 0.30
H -2.32 0.98 3.14 -0.14
H -3.77 2.90 2.13 0.14
H -5.78 2.43 3.65 0.34
H -4.64 1.53 4.65 0.35
H -4.95 1.01 2.97 0.08
H -3.41 3.66 4.77 0.39
C 1.70 -3.39 1.14 -0.83
C 0.71 -4.29 0.47 0.99
C 0.62 -5.69 1.01 -1.73
O -0.54 -3.64 0.56 -0.49
H 2.69 -3.84 1.08 0.39
H 1.47 -3.29 2.20 0.02
H 1.88 -2.43 0.66 0.04
H 1.02 -4.36 -0.58 0.10
H -0.19 -6.26 0.54 0.39
H 0.47 -5.71 2.09 0.35
H 1.58 -6.19 0.88 0.43
H -0.48 -2.70 0.37 0.19
C -3.60 -0.63 -1.71 -0.94
C -3.98 0.83 -1.80 1.51
C -5.28 1.07 -2.50 -1.80
O -4.06 1.31 -0.47 -0.59
H -3.53 -1.06 -2.71 0.42
H -4.46 -1.08 -1.21 0.37
H -2.65 -0.89 -1.24 -0.17
H -3.19 1.31 -2.39 -0.40
H -5.34 0.58 -3.48 0.37
H -5.46 2.13 -2.70 0.41
H -6.12 0.61 -1.98 0.43
H -3.21 1.15 -0.04 0.40

# 2
114
Properties=species:S:1:pos:R:3:mulliken_charge:R:1 method="wB97M-V/def2-TZVPD" e_tot_ev=-54695.452 e_above_lowest_kcal_mol=50.96 smiles=COC[C@H](C)N.COC[C@H](C)N.CC(C)O.CC(C)O.CC(C)O.CC(C)O.CC(C)O.OCCO.OCCO multiplicity=1
C 5.89 -10.07 -1.48 -0.77
O 5.66 -8.80 -0.85 -0.32
C 5.19 -7.79 -1.84 -0.61
C 5.17 -6.35 -1.31 0.46
C 4.23 -6.15 -0.07 -1.36
N 4.75 -5.40 -2.37 -0.70
H 6.51 -10.01 -2.38 0.31
H 5.02 -10.72 -1.63 0.30
H 6.53 -10.74 -0.91 0.29
H 5.90 -7.74 -2.66 0.29
H 4.24 -8.08 -2.28 0.35
H 6.17 -6.08 -0.99 0.24
H 3.22 -6.37 -0.40 0.34
H 4.35 -5.15 0.34 0.36
H 4.40 -6.89 0.71 0.33
H 4.84 -4.43 -2.10 0.26
H 5.46 -5.44 -3.08 0.24
C -0.09 -1.05 -8.65 -0.73
O -0.75 -2.12 -7.91 -0.32
C -0.37 -2.29 -6.58 -0.64
C -0.87 -3.62 -6.13 0.56
C -2.36 -3.80 -6.24 -1.36
N -0.52 -3.88 -4.74 -0.71
H -0.29 -0.04 -8.30 0.27
H -0.38 -1.15 -9.70 0.24
H 0.97 -1.32 -8.59 0.32
H 0.71 -2.18 -6.53 0.38
H -0.86 -1.42 -6.13 0.27
H -0.33 -4.40 -6.67 0.18
H -2.69 -4.82 -6.02 0.37
H -2.64 -3.69 -7.29 0.35
H -3.05 -3.12 -5.73 0.30
H 0.49 -3.82 -4.70 0.25
H -0.75 -4.86 -4.64 0.27
C 0.75 -4.46 6.84 -1.31
C -0.71 -4.18 6.80 0.74
C -1.49 -4.90 5.77 -1.35
O -1.25 -4.28 8.14 -0.56
H 0.88 -5.52 7.06 0.31
H 1.27 -3.92 7.63 0.34
H 1.26 -4.30 5.89 0.33
H -0.73 -3.12 6.57 0.15
H -1.61 -5.96 5.99 0.37
H -0.96 -5.01 4.82 0.35
H -2.48 -4.49 5.56 0.30
H -0.81 -3.59 8.64 0.32
C -4.36 7.92 2.34 -1.48
C -3.11 8.05 3.23 0.59
C -1.82 7.96 2.40 -1.22
O -3.22 9.28 3.97 -0.54
H -4.39 6.93 1.87 0.39
H -4.40 8.67 1.55 0.39
H -5.25 8.00 2.96 0.39
H -3.15 7.21 3.93 0.21
H -0.95 7.88 3.05 0.30
H -1.71 8.90 1.86 0.30
H -1.81 7.18 1.64 0.34
H -3.89 9.80 3.52 0.33
C 4.84 2.50 -3.19 -1.19
C 6.11 2.09 -2.35 0.21
C 6.73 3.19 -1.54 -1.02
O 5.64 1.13 -1.38 -0.56
H 4.14 3.12 -2.64 0.32
H 4.24 1.68 -3.59 0.33
H 5.13 3.15 -4.02 0.35
H 6.81 1.54 -2.98 0.32
H 7.59 2.75 -1.03 0.28
H 5.94 3.59 -0.91 0.33
H 7.06 3.86 -2.33 0.29
H 4.99 1.54 -0.81 0.34
C -3.24 4.65 -4.68 -1.24
C -3.97 5.76 -4.09 0.69
C -3.93 7.08 -4.86 -1.32
O -5.24 5.29 -3.86 -0.57
H -2.18 4.81 -4.48 0.35
H -3.34 4.29 -5.70 0.29
H -3.28 3.72 -4.11 0.36
H -3.58 6.07 -3.12 0.11
H -2.90 7.38 -5.08 0.33
H -4.38 7.91 -4.32 0.33
H -4.59 7.09 -5.73 0.35
H -5.16 4.54 -3.27 0.31
C -6.28 -0.15 2.70 -1.08
C -6.89 0.55 1.48 0.44
C -8.17 1.35 1.86 -1.35
O -5.97 1.44 0.80 -0.52
H -5.36 -0.65 2.39 0.32
H -7.01 -0.86 3.08 0.33
H -6.04 0.53 3.53 0.31
H -7.18 -0.12 0.67 0.23
H -7.93 2.10 2.61 0.34
H -8.90 0.63 2.24 0.36
H -8.65 1.91 1.06 0.34
H -5.32 0.81 0.50 0.29
O 3.96 1.16 8.72 -0.50
C 3.83 1.70 7.42 -0.24
C 2.46 2.39 7.46 -0.42
O 2.22 3.32 6.35 -0.52
H 4.59 0.44 8.65 0.30
H 4.63 2.42 7.31 0.23
H 3.82 1.04 6.55 0.28
H 2.39 3.04 8.33 0.29
H 1.62 1.71 7.58 0.27
H 1.81 4.09 6.75 0.31
O 1.29 1.02 1.54 -0.49
C -0.04 0.99 1.18 -0.29
C -0.23 -0.42 0.45 -0.41
O -1.42 -0.57 -0.34 -0.51
H 1.33 1.55 2.35 0.31
H -0.69 0.96 2.05 0.25
H -0.35 1.83 0.55 0.27
H -0.11 -1.20 1.21 0.25
H 0.59 -0.64 -0.24 0.29
H -1.19 -1.29 -0.93 0.31

# 3
116
Properties=species:S:1:pos:R:3:mulliken_charge:R:1 method="wB97M-V/def2-TZVPD" e_tot_ev=-54724.845 e_above_lowest_kcal_mol=218.46 smiles="NC(N)=O.CC(C)O.CC(C)O.CC(C)O.CC(C)O.CC(C)O.CC(C)O.CC(C)O.CC(C)O.CO.CO" multiplicity=1
N -2.77 -1.29 -2.31 -0.08
C -2.63 -2.48 -1.72 0.43
N -1.33 -2.79 -1.63 0.08
O -3.67 -3.39 -1.47 -0.80
H -3.78 -0.99 -2.48 0.35
H -2.05 -0.60 -2.19 -0.51
H -1.13 -3.56 -0.96 0.22
H -0.56 -2.21 -1.90 0.06
C -0.31 3.31 0.07 1.51
C -0.73 4.79 -0.01 0.23
C 0.47 5.65 -0.21 -1.70
O -1.42 5.03 -1.04 -0.54
H -1.22 2.77 0.37 -0.86
H 0.48 3.12 0.80 0.87
H -0.09 2.88 -0.92 -1.34
H -1.27 5.06 0.89 0.39
H 1.05 5.36 -1.09 0.23
H 1.15 5.61 0.63 0.36
H 0.19 6.67 -0.35 0.44
H -2.35 4.81 -0.89 0.40
C 1.43 -4.93 -0.24 -0.64
C 0.16 -5.39 -0.95 0.45
C 0.01 -6.95 -1.00 -1.44
O -0.88 -5.04 -0.31 -0.64
H 1.40 -3.82 0.00 -0.46
H 2.29 -5.00 -0.94 0.38
H 1.69 -5.39 0.66 0.60
H 0.07 -4.97 -1.91 0.15
H 0.24 -7.44 -0.03 0.33
H 0.83 -7.39 -1.60 0.37
H -0.96 -7.28 -1.45 0.43
H -1.66 -5.56 -0.65 0.39
C 3.49 0.75 1.48 -0.67
C 3.95 -0.71 1.43 1.90
C 4.54 -1.11 0.05 -1.26
O 4.76 -1.03 2.33 -0.64
H 2.99 1.05 0.58 -0.40
H 4.33 1.42 1.59 0.49
H 2.71 0.91 2.20 0.04
H 3.05 -1.30 1.60 -0.71
H 4.13 -0.48 -0.77 -0.12
H 4.35 -2.10 -0.12 0.43
H 5.62 -1.08 -0.02 0.54
H 4.37 -0.81 3.19 0.43
C 1.86 3.31 -2.61 -1.33
C 1.92 1.94 -3.20 0.64
C 3.30 1.24 -3.00 -1.47
O 0.95 1.20 -2.88 -0.12
H 2.71 3.93 -2.89 0.56
H 1.95 3.13 -1.53 0.13
H 0.92 3.71 -2.89 0.43
H 1.76 2.00 -4.29 0.35
H 3.47 0.84 -2.04 -0.19
H 4.15 1.85 -3.27 0.52
H 3.32 0.40 -3.68 0.34
H 0.14 1.48 -3.35 0.00
C -3.21 1.45 -4.79 -1.65
C -2.07 2.23 -4.15 0.22
C -2.12 2.15 -2.61 0.56
O -0.93 2.12 -4.56 -0.48
H -4.10 1.98 -4.43 0.41
H -3.23 0.39 -4.57 0.36
H -3.26 1.57 -5.83 0.47
H -2.35 3.27 -4.35 0.18
H -1.77 1.22 -2.35 -1.04
H -3.10 2.32 -2.25 1.07
H -1.50 2.97 -2.23 -0.29
H -0.87 1.36 -5.11 0.33
C -4.33 0.50 2.72 -1.64
C -3.84 1.29 1.52 0.51
C -2.97 0.42 0.61 0.17
O -4.79 1.66 0.76 -0.56
H -3.44 0.13 3.28 0.07
H -5.02 -0.29 2.55 0.58
H -4.79 1.24 3.36 0.49
H -3.24 2.14 1.74 -0.01
H -3.49 -0.42 0.21 0.73
H -2.06 0.18 1.21 -0.23
H -2.58 1.04 -0.16 -0.68
H -5.57 1.12 0.91 0.47
C 1.04 -1.26 3.38 -0.03
C 1.27 -2.64 3.94 0.21
C 2.28 -3.45 3.18 -0.69
O 1.64 -2.60 5.14 -0.55
H 1.91 -0.67 3.50 0.12
H 0.30 -0.79 3.98 -0.24
H 0.72 -1.31 2.39 -0.08
H 0.35 -3.18 3.92 0.31
H 1.97 -3.37 2.12 -0.37
H 2.20 -4.51 3.46 0.58
H 3.29 -3.16 3.40 0.25
H 1.49 -3.47 5.57 0.43
C -0.67 1.77 3.10 0.38
C -0.82 2.16 4.56 -0.16
C -2.28 2.00 5.03 -1.34
O -0.09 1.50 5.33 -0.55
H -1.17 0.81 3.02 -0.02
H 0.33 1.83 2.70 -0.12
H -1.19 2.53 2.56 0.09
H -0.51 3.23 4.57 0.45
H -2.55 0.97 5.14 0.34
H -3.03 2.43 4.37 0.32
H -2.37 2.43 6.07 0.36
H -0.33 0.55 5.24 0.45
C 1.92 -2.30 -3.11 -0.63
O 0.75 -1.49 -2.74 -0.80
H 2.47 -2.72 -2.27 0.12
H 2.56 -1.69 -3.71 0.29
H 1.63 -3.12 -3.75 0.29
H 0.92 -0.63 -3.10 0.24
C 0.36 0.11 -0.08 0.63
O 1.12 -1.02 -0.24 0.96
H 0.96 0.92 -0.36 -0.34
H 0.13 0.14 0.92 0.02
H -0.55 0.10 -0.60 -0.23
H 1.15 -1.22 -1.16 -0.27

# 4
147
Properties=species:S:1:pos:R:3:lowdin_spin:R:1 method="wB97M-V/def2-TZVPD" s2=0.76 e_tot_ev=-185069.492 charge=+1 multiplicity=2
O 2.55 -0.14 8.01 0.00
S 3.07 -0.76 6.77 0.00
O 4.33 -1.42 6.81 0.00
O 1.90 -1.72 6.14 0.00
C 2.26 -2.48 4.97 0.00
C 1.03 -3.07 4.37 0.00
C 3.10 0.51 5.46 0.00
H 2.98 -3.22 5.32 0.00
H 2.88 -1.88 4.31 0.00
H 1.12 -3.82 3.59 0.00
H 0.44 -2.24 3.97 0.00
H 0.40 -3.63 5.06 0.00
H 3.47 1.46 5.86 0.00
H 2.06 0.68 5.20 0.00
H 3.65 0.12 4.60 0.00
O 4.71 2.73 0.08 0.00
S 5.12 3.12 -1.25 0.00
O 4.86 2.25 -2.40 0.00
O 4.59 4.73 -1.60 0.00
C 4.76 5.73 -0.65 0.00
C 4.04 7.06 -1.23 0.00
C 6.95 3.35 -1.18 0.00
H 5.81 6.01 -0.64 0.00
H 4.38 5.49 0.34 0.00
H 2.98 6.90 -1.38 0.00
H 4.56 7.43 -2.11 0.00
H 4.18 7.84 -0.48 0.00
H 7.44 2.41 -0.93 0.00
H 7.14 4.04 -0.36 0.00
H 7.25 3.79 -2.13 0.00
O -4.34 -0.30 -0.53 0.00
S -5.45 0.60 -0.81 0.00
O -5.23 2.00 -1.07 0.00
O -6.21 0.05 -2.18 0.00
C -5.60 -0.99 -2.98 0.00
C -4.27 -0.54 -3.63 0.00
C -6.75 0.19 0.47 0.00
H -6.42 -1.23 -3.65 0.00
H -5.42 -1.90 -2.41 0.00
H -3.45 -0.48 -2.91 0.00
H -4.39 0.50 -3.95 0.00
H -4.07 -1.26 -4.42 0.00
H -7.68 0.57 0.06 0.00
H -6.51 0.59 1.46 0.00
H -6.94 -0.88 0.52 0.00
C 6.11 -5.17 -0.21 0.00
O 5.48 -4.44 0.86 0.00
P 4.87 -2.95 0.66 0.00
O 3.77 -2.88 -0.38 0.00
O 4.33 -2.57 2.17 0.00
C 5.21 -2.45 3.25 0.00
O 6.16 -2.01 0.48 0.00
C 6.07 -0.63 0.21 0.00
H 5.89 -4.80 -1.21 0.00
H 5.73 -6.18 -0.12 0.00
H 7.20 -5.26 -0.13 0.00
H 5.14 -1.49 3.77 0.00
H 6.25 -2.61 2.96 0.00
H 4.81 -3.13 4.00 0.00
H 5.06 -0.24 0.15 0.00
H 6.51 -0.51 -0.78 0.00
H 6.63 -0.06 0.95 0.00
C -1.18 -1.93 0.88 0.04
O -0.02 -1.32 0.35 0.26
P 0.61 -0.04 1.20 -0.02
O 1.55 -0.39 2.33 0.48
O 1.19 0.88 -0.01 0.13
C 2.35 0.43 -0.74 0.01
O -0.64 0.89 1.61 0.03
C -1.49 1.41 0.58 0.01
H -2.06 -1.38 0.54 0.02
H -1.25 -2.01 1.96 0.01
H -1.31 -2.97 0.58 0.00
H 2.08 -0.03 -1.69 0.01
H 2.84 -0.35 -0.14 0.00
H 3.13 1.18 -0.88 0.00
H -1.27 0.87 -0.35 0.00
H -1.41 2.47 0.34 0.00
H -2.55 1.28 0.78 0.00
C -1.72 0.06 4.20 0.00
O -2.93 -0.65 4.57 0.00
P -4.35 0.11 4.17 0.00
O -4.21 1.31 3.31 0.00
O -5.27 -1.08 3.54 0.00
C -5.61 -2.29 4.26 0.00
O -5.17 0.39 5.51 0.00
C -4.59 1.08 6.59 0.00
H -1.15 0.34 5.09 0.00
H -1.89 0.97 3.63 0.00
H -1.07 -0.59 3.61 0.00
H -6.51 -2.73 3.83 0.00
H -5.88 -2.10 5.30 0.00
H -4.87 -3.08 4.25 0.00
H -4.72 0.67 7.59 0.00
H -5.02 2.08 6.59 0.00
H -3.52 1.22 6.46 0.00
C 0.62 2.07 -7.07 0.00
O 1.22 1.43 -5.94 0.00
P 1.15 -0.23 -5.84 0.00
O 1.28 -0.94 -7.13 0.00
O 2.34 -0.58 -4.72 0.00
C 3.67 -0.25 -5.10 0.00
O -0.25 -0.55 -5.02 0.00
C -0.63 0.31 -3.95 0.00
H 0.02 1.46 -7.74 0.00
H 1.51 2.51 -7.52 0.00
H -0.06 2.81 -6.64 0.00
H 3.73 -0.17 -6.18 0.00
H 4.45 -0.95 -4.78 0.00
H 3.90 0.69 -4.59 0.00
H -1.01 -0.22 -3.07 0.00
H -1.45 0.85 -4.43 0.00
H 0.12 1.01 -3.58 0.00
C -5.30 -7.32 -1.34 0.00
O -4.50 -6.41 -0.61 0.00
P -4.32 -4.91 -1.16 0.00
O -5.55 -4.26 -1.68 0.00
O -3.04 -4.99 -2.17 0.00
C -2.17 -3.92 -2.42 0.00
O -3.54 -4.13 0.05 0.00
C -4.24 -3.74 1.22 0.00
H -5.64 -6.99 -2.32 0.00
H -6.03 -7.78 -0.67 0.00
H -4.62 -8.14 -1.59 0.00
H -1.98 -3.93 -3.50 0.00
H -1.23 -4.12 -1.91 0.00
H -2.61 -3.00 -2.05 0.00
H -3.61 -3.83 2.11 0.00
H -5.16 -4.30 1.42 0.00
H -4.45 -2.68 1.09 0.00
C -2.71 3.12 -2.85 0.00
O -1.43 3.60 -3.09 0.00
P -0.81 4.74 -2.06 0.00
O -1.26 4.75 -0.61 0.00
O -1.07 6.08 -2.88 0.00
C -0.62 7.26 -2.27 0.00
O 0.77 4.55 -2.26 0.00
C 1.47 3.57 -1.49 0.00
H -3.28 3.14 -3.78 0.00
H -3.15 3.84 -2.16 0.00
H -2.70 2.10 -2.46 0.00
H -1.31 8.11 -2.33 0.00
H 0.23 7.68 -2.81 0.00
H -0.36 7.24 -1.22 0.00
H 2.09 2.89 -2.07 0.00
H 0.78 2.94 -0.92 0.00
H 2.13 4.12 -0.82 0.00